DFT (ωB97M-V/def2-TZVPD) results for a structure of composition C27H35N7O2Ti in a non-equilibrium geometry.

The geometry in XYZ format:
```
72
Properties=species:S:1:pos:R:3:mulliken_charge:R:1
Ti -0.89 -1.00 -0.24 -0.943
O 0.16 4.25 4.22 -0.503
O 4.73 4.35 -1.65 -0.495
N -2.89 -0.23 -0.83 0.078
N 0.77 1.47 -1.24 -0.039
N -0.36 0.61 -1.56 0.686
N 1.08 -1.34 -0.48 0.905
N -0.20 -2.34 1.32 0.323
N -2.16 -2.81 -0.31 0.030
N -0.85 0.60 1.11 0.939
C 2.13 2.61 0.26 -1.015
C -0.04 -0.63 -2.33 0.360
C 2.73 2.52 -2.04 -1.012
C -2.80 1.16 -1.33 -1.220
C -1.27 -3.06 2.04 -0.862
C 3.27 -2.42 -1.58 -0.822
C -0.02 2.54 2.20 -0.569
C -2.23 -3.61 0.97 -0.718
C -3.47 -2.57 -1.01 -1.062
C -0.01 1.65 1.15 0.348
C 0.97 1.89 0.03 0.690
C 1.86 -2.10 0.30 0.427
C 1.21 -1.23 -1.80 0.498
C 1.60 1.77 -2.26 -0.175
C 4.30 3.70 -0.48 -0.793
C 2.35 -1.78 -2.40 -0.897
C -3.42 -1.26 -1.78 -0.011
C 1.66 -3.46 2.52 -2.038
C -1.52 1.40 -2.12 -0.557
C -1.74 1.27 3.24 -1.676
C -0.26 -0.64 -3.83 -1.550
C 3.02 2.94 -0.75 0.341
C -0.87 2.35 3.29 -0.194
C -1.72 0.47 2.12 -0.480
C 1.05 -2.60 1.47 0.853
C -0.85 3.30 4.46 -0.588
C 3.02 -2.62 -0.20 -0.878
H -1.78 -2.37 2.71 0.271
H -2.74 -1.32 -2.63 -0.096
H -1.25 2.45 -2.08 0.440
H 5.06 2.96 -0.19 0.278
H 4.18 4.37 0.37 0.483
H -0.68 2.73 5.37 0.396
H -3.55 -0.22 -0.06 0.397
H 4.64 5.30 -1.57 0.325
H -2.83 1.81 -0.46 0.348
H -1.84 3.76 4.54 0.387
H 1.17 -3.32 3.48 0.523
H -0.88 -3.87 2.66 0.528
H -2.01 -4.65 0.75 0.434
H 0.19 4.88 4.94 0.341
H -1.29 -0.84 -4.13 0.392
H -3.66 1.42 -1.95 0.520
H -2.46 1.08 4.03 0.519
H -4.41 -0.99 -2.15 0.522
H 0.34 -1.44 -4.27 0.547
H -4.24 -2.53 -0.24 0.385
H 1.57 -4.51 2.25 0.376
H 0.61 3.42 2.21 0.901
H 2.50 -1.75 -3.47 0.565
H 3.68 -3.23 0.40 0.496
H -3.26 -3.58 1.33 0.345
H -1.63 1.14 -3.17 0.550
H -1.58 -3.36 -0.95 0.301
H -3.72 -3.40 -1.67 0.396
H -2.45 -0.33 2.02 0.719
H 1.32 1.37 -3.22 0.402
H 2.72 -3.24 2.64 0.513
H 0.04 0.28 -4.35 0.322
H 4.16 -2.83 -2.01 0.517
H 2.35 2.91 1.28 0.731
H 3.38 2.76 -2.87 0.542
```

Summary:
- ΔE to the lowest compared entry with this formula, charge and spin: 0.0 kcal/mol
- 2S+1: 2
- HOMO-LUMO gap (alpha / beta): 6.9 / 7.2 eV
- Total charge: +3
- LUMO level (alpha / beta): -0.3374 / -0.3407 Eh


DFT (ωB97M-V/def2-TZVPD) results for the molecule C4H6O2.

The geometry in XYZ format:
```
12
Properties=species:S:1:pos:R:3:mulliken_charge:R:1
O -0.45 -0.35 -0.51 -0.299
O 0.83 1.04 0.75 -0.537
C 0.65 0.41 -0.26 0.768
C -1.45 -0.31 1.72 -0.634
C 1.61 0.32 -1.42 -1.008
C -1.46 -0.54 0.41 -0.020
H 2.40 1.06 -1.29 0.319
H -0.61 0.12 2.25 0.250
H 1.08 0.48 -2.37 0.307
H -2.31 -0.97 -0.10 0.332
H 2.05 -0.68 -1.45 0.267
H -2.34 -0.56 2.28 0.254
```

Summary:
- ΔE to the lowest compared entry with this formula, charge and spin: 18.9 kcal/mol
- Structure (SMILES): C=COC(C)=O
- HOMO-LUMO gap: 10.7 eV
- LUMO level: 0.0353 Eh


DFT (ωB97M-V/def2-TZVPD) results for the molecule C2H8N2O in a non-equilibrium geometry.

The geometry in XYZ format:
```
13
Properties=species:S:1:pos:R:3:mulliken_charge:R:1
O -0.04 -0.35 1.98 -0.405
N 0.79 0.47 -0.59 -0.622
N -0.45 -1.21 0.90 -0.598
C -0.92 1.10 -0.72 -0.598
C 0.52 -1.24 -0.04 -0.250
H 1.14 0.91 0.26 0.345
H -1.43 0.56 -1.51 0.297
H -0.68 2.11 -1.04 0.322
H 1.45 0.69 -1.34 0.278
H 0.16 -1.48 -1.04 0.250
H -1.47 1.09 0.21 0.283
H -0.42 -0.76 2.76 0.330
H 1.36 -1.89 0.19 0.368
```

Summary:
- ΔE to the lowest compared entry with this formula, charge and spin: 148.6 kcal/mol
- HOMO-LUMO gap (alpha / beta): 7.3 / 7.3 eV
- LUMO level (alpha / beta): 0.0299 / 0.0299 Eh


DFT (ωB97M-V/def2-TZVPD) results for the ion C3H4NO2 with charge +1 in a non-equilibrium geometry.

The geometry in XYZ format:
```
10
Properties=species:S:1:pos:R:3:mulliken_charge:R:1
O -2.19 -0.73 1.54 -0.194
O 1.91 -0.55 -0.84 -0.354
N 0.25 1.24 -0.42 -0.544
C 0.82 -0.36 -0.43 0.565
C -0.09 -1.14 0.34 -0.686
C -1.23 -0.85 0.93 0.734
H -0.70 1.04 -0.71 0.360
H 0.26 1.69 0.51 0.364
H 0.90 1.84 -1.09 0.379
H 0.07 -2.16 0.17 0.376
```

Summary:
- ΔE to the lowest compared entry with this formula, charge and spin: 20.5 kcal/mol
- Structure (SMILES): [NH3+]C(=O)C=C=O
- HOMO-LUMO gap: 10.4 eV
- Total charge: +1
- LUMO level: -0.1875 Eh


Question: ΔE to the lowest compared entry with this formula, charge and spin of number 2 (C4H6O2)?
Answer: 18.9 kcal/mol